Record 1
Here is a structure of composition C4H16N2O in a non-equilibrium geometry from OMol25. Energies are from ωB97M-V/def2-TZVPD.

The value obtained for the frontier orbital gap is 12.1 eV.

```
! RIJCOSX wB97M-V def2-TZVPD def2/J DEFGRID3
* xyz 2 1
N -1.468 0.878 2.114
H -2.360 1.092 1.642
H 2.045 0.480 -3.256
H -1.820 0.310 2.886
H 1.147 -0.922 -0.710
H -1.405 1.838 2.481
C -0.589 -0.918 0.492
H 0.127 0.160 -2.592
H 1.594 1.870 -3.308
H 0.924 0.449 3.008
H 1.642 -0.800 1.735
H -1.681 -1.007 0.667
O 1.218 0.974 -3.386
C 1.196 0.212 1.959
H -0.225 -1.677 1.262
H -1.139 0.045 -1.592
H 0.047 1.249 0.467
H -0.003 -2.422 -1.078
N -0.403 -0.561 -1.980
C 0.150 -1.376 -0.814
C 0.039 0.330 1.061
H 1.955 0.882 1.580
H -0.992 -1.086 -2.638
*
```

natural (NBO) atomic charge list, values in e, 2 entries: number 1, N, carries -0.8300; number 2, H, carries 0.4245


Record 2
Here is a structure of composition C13H11BeF4N2S5 in a non-equilibrium geometry from OMol25. Energies are from ωB97M-V/def2-TZVPD.

The value obtained for the frontier orbital gap is 6.7 eV.

```
! RIJCOSX wB97M-V def2-TZVPD def2/J DEFGRID3
* xyz -1 1
H -2.552 1.703 4.955
C -1.969 1.990 1.724
H -2.773 0.342 -1.466
H -0.202 -2.618 -1.749
N -0.016 -0.523 -2.060
S 4.100 -2.375 0.828
C -1.796 0.117 3.629
N -1.209 0.345 0.011
C 3.069 -0.011 0.192
Be 0.290 -0.203 -0.301
F -2.774 3.548 3.221
S 1.854 1.199 -0.144
H 1.863 0.220 -2.597
F -1.418 -1.564 2.036
H -0.993 -2.003 -3.311
S 4.754 0.344 0.289
C -0.804 0.696 -2.329
S 1.127 -1.941 0.478
C 2.772 -1.301 0.454
C -2.215 1.383 4.001
H -0.085 1.548 -2.385
C -1.568 -0.254 2.341
C 5.367 -1.180 0.642
C 1.199 -0.599 -2.851
H -1.365 0.606 -3.304
C -1.851 0.838 -1.221
H -2.277 1.891 -1.175
H 1.782 -1.520 -2.561
C -1.612 0.681 1.301
H -1.727 -1.710 -1.652
F -1.953 2.933 0.769
H 0.859 -0.707 -3.902
C -2.325 2.301 3.004
C -0.746 -1.782 -2.171
S 7.022 -1.513 0.801
F -1.829 -0.885 4.505
*
```

natural (NBO) atomic charge list, values in e, 2 entries: number 1, H, carries 0.2355; number 2, C, carries 0.2645


Record 3
Here is a structure of composition C2H4OS in a non-equilibrium geometry from OMol25. Energies are from ωB97M-V/def2-TZVPD.

The value obtained for the frontier orbital gap (alpha / beta) is 6.1 / 6.2 eV.

```
! RIJCOSX wB97M-V def2-TZVPD def2/J DEFGRID3
* xyz 0 3
H 2.849 -1.226 0.259
H 2.245 1.360 -0.384
O 2.867 -0.381 -0.158
H -2.226 0.365 -0.980
C 1.945 0.441 0.141
H -2.665 -0.522 0.612
C -1.888 -0.204 -0.131
S -0.316 -0.408 0.047
*
```

natural (NBO) atomic charge list, values in e, 2 entries: number 1, H, carries 0.5007; number 2, H, carries 0.1135


For reference, relative energy (zero: lowest compared OMol25 entry of this formula, charge and spin) by record: 49.7; 3.8; 72.4 kcal per mole.